Entry 1:
Formula: C14H42F2InNO11S2
Source: the Open Molecules 2025 dataset
Level of theory: ωB97M-V/def2-TZVPD

ORCA input file:
```
! wB97M-V def2-TZVPD RIJCOSX def2/J DEFGRID3
* xyz 1 2
In 1.080 3.418 1.716
N 0.756 0.626 1.287
S 0.101 -0.076 0.088
O -1.343 -0.248 0.063
O 0.902 -1.003 -0.652
F 0.176 1.307 -0.715
S 0.846 -0.837 2.131
O 2.110 -1.570 2.064
O -0.459 -1.505 2.345
F 0.980 -0.128 3.579
C -4.962 -0.481 -2.070
C -4.993 0.351 -0.737
O -3.695 0.959 -0.526
H -4.573 -1.449 -1.755
H -4.261 0.042 -2.721
H -5.895 -0.564 -2.628
H -5.212 -0.193 0.182
H -5.595 1.255 -0.832
H -3.073 0.242 -0.379
C -1.294 0.884 -3.977
C -0.663 0.673 -5.309
O -0.476 1.975 -5.857
H -1.604 -0.070 -3.549
H -2.215 1.466 -3.944
H -0.513 1.223 -3.297
H -1.272 0.015 -5.929
H 0.196 0.014 -5.180
H 0.025 1.754 -6.646
C -3.093 4.303 -0.848
C -1.835 3.471 -1.022
O -1.429 3.070 0.297
H -3.939 3.886 -0.300
H -3.428 4.488 -1.868
H -2.986 5.321 -0.474
H -1.127 4.097 -1.565
H -1.924 2.552 -1.601
H -2.231 2.762 0.726
C 5.002 0.398 2.143
C 4.581 1.436 1.080
O 4.056 2.542 1.762
H 5.494 -0.492 1.749
H 4.137 0.117 2.743
H 5.701 0.834 2.856
H 3.961 1.053 0.270
H 5.501 1.734 0.577
H 4.697 3.102 2.206
C 2.991 1.732 -2.571
C 3.189 2.985 -1.806
O 1.928 3.310 -1.293
H 2.386 1.819 -3.474
H 2.519 0.934 -1.997
H 3.948 1.386 -2.961
H 3.470 3.897 -2.333
H 3.942 2.747 -1.055
H 1.513 3.709 -2.061
C 0.526 -4.893 1.164
C 2.000 -4.851 0.973
O 2.585 -4.141 2.029
H 0.286 -5.331 2.133
H -0.027 -5.430 0.393
H 0.055 -3.910 1.128
H 2.260 -4.398 0.016
H 2.316 -5.893 0.920
H 2.416 -3.214 1.845
C -0.945 -4.226 4.274
C -1.777 -3.266 5.125
O -3.070 -3.737 5.275
H -1.087 -5.283 4.496
H 0.099 -3.935 4.390
H -1.335 -4.063 3.269
H -1.728 -2.304 4.614
H -1.166 -3.095 6.011
H -3.505 -3.304 6.013
*
```


Entry 2:
Formula: C7H9P
Source: the Open Molecules 2025 dataset
Level of theory: ωB97M-V/def2-TZVPD

ORCA input file:
```
! wB97M-V def2-TZVPD RIJCOSX def2/J DEFGRID3
* xyz 0 1
C 0.682 1.523 -0.259
C 1.380 1.584 -1.428
C 0.701 1.106 -2.616
P -0.972 0.486 -2.008
C -0.644 1.002 -0.450
H 1.041 1.449 0.750
H 2.466 2.024 -1.523
H 0.811 1.694 -3.548
H 1.276 0.125 -2.808
H -1.504 1.135 0.265
C -2.080 -0.898 1.366
C -1.208 -1.534 1.951
C 0.025 -2.146 2.315
H -2.959 -0.514 0.917
H 0.497 -2.372 1.262
H 0.661 -1.593 2.924
H -0.175 -3.069 2.891
*
```

Computed properties:
- ΔE to the lowest compared entry with this formula, charge and spin (kJ/mol) = 285.7
- SMILES = C1=CCP=C1.C#CC


These records have E_tot values of -2626.7273, -613.3199 Eh, in the order they appear.